{
  "formula": "C13H10GdN2O4S",
  "method": "ωB97M-V/def2-TZVPD",
  "elements": ["S", "C", "C", "C", "H", "Gd", "C", "C", "H", "H", "H", "C", "C", "H", "C", "C", "C", "C", "N", "O", "H", "H", "H", "O", "O", "H", "O", "H", "C", "N", "C"],
  "positions_angstrom": [[1.7791, -1.4737, 3.2552], [0.4740, -0.2331, 3.3067], [-0.1680, -0.6453, -4.6318], [-0.1793, 0.6947, -4.6333], [3.0133, -2.9237, 0.9700], [-0.2877, 0.1238, -0.7998], [-1.0860, 1.3894, 4.2108], [-0.0733, 0.4226, 4.4074], [-2.3422, 2.4583, 2.8020], [-1.4041, 1.3116, 0.7619], [0.3211, 0.1441, 5.3782], [-0.1306, 2.4866, -1.1705], [-1.0324, 1.0479, 1.7944], [-1.1242, -1.1916, -4.5185], [-0.3331, -2.4717, -1.3016], [-1.5618, 1.7062, 2.9259], [-0.0130, 0.0781, 2.0343], [-2.6609, -0.0034, -1.2503], [0.6566, -0.7003, 1.0380], [-0.1262, 3.6247, -1.4095], [2.0866, -2.2103, -0.3425], [0.7932, -1.1799, -4.5056], [0.7741, 1.2489, -4.5600], [-3.7824, -0.0035, -1.5655], [3.3686, 0.3567, -1.8445], [-1.1425, 1.2302, -4.5321], [-0.5091, -3.5720, -1.6192], [-1.4987, 1.8926, 5.0853], [1.6003, -1.5305, 1.5201], [2.3070, -2.2839, 0.6407], [2.2817, 0.2065, -1.4460]],
  "forces_ev_per_a": [[-0.8, 0.5, -0.7], [-0.3, 0.5, 0.2], [0.0, -0.3, 1.7], [0.0, 0.4, 1.4], [0.2, -0.2, -0.2], [1.6, -1.7, -0.1], [0.4, -0.5, -0.1], [0.1, -0.2, -0.3], [0.2, -0.2, 0.1], [0.0, 0.2, 1.3], [-0.3, 0.4, 0.2], [0.2, 8.2, -1.7], [0.5, -0.2, 0.7], [0.7, 0.1, -0.6], [-1.1, -5.6, -1.9], [0.1, -0.4, -0.6], [0.8, -0.7, -0.8], [-8.2, -0.2, -2.2], [-0.8, 0.3, 0.4], [0.0, -5.9, 1.3], [0.3, -0.3, 0.3], [-0.7, 0.1, -0.7], [-0.7, -0.1, -0.5], [6.0, 0.0, 1.7], [-5.8, -0.8, 2.2], [0.7, -0.1, -0.6], [0.9, 5.1, 1.6], [0.1, 0.0, -0.3], [0.3, -0.1, -0.5], [-0.8, 1.0, 1.5], [6.3, 1.0, -2.6]],
  "homo_lumo_gap_ev": [6.16, 4.12],
  "homo_ev": [-19.083, -18.727],
  "s_squared": 16.09,
  "total_energy_ev": -56450.6477,
  "spin_multiplicity": 8,
  "largest_force_ev_per_a": 8.53,
  "charge": 3,
  "lumo_energy_ev": [-12.92, -14.61]
}